{"formula": "C44H127N5O29", "method": "wB97M-V/def2-TZVPD", "multiplicity": 2, "fmax_ev_per_a": 3.78, "charge": 1, "total_energy_ha": -4207.608419, "gap_ha": [0.2682, 0.0364], "homo_ev": [-10.03, -10.03], "symbols": ["C", "C", "C", "O", "C", "N", "H", "H", "H", "H", "H", "H", "H", "H", "H", "H", "H", "C", "C", "C", "O", "C", "N", "H", "H", "H", "H", "H", "H", "H", "H", "H", "H", "H", "C", "C", "C", "O", "C", "N", "H", "H", "H", "H", "H", "H", "H", "H", "H", "H", "H", "C", "C", "C", "O", "C", "N", "H", "H", "H", "H", "H", "H", "H", "H", "H", "H", "H", "C", "C", "C", "O", "C", "N", "H", "H", "H", "H", "H", "H", "H", "H", "H", "H", "H", "C", "C", "O", "O", "H", "H", "H", "H", "H", "H", "C", "C", "O", "O", "H", "H", "H", "H", "H", "H", "C", "C", "O", "O", "H", "H", "H", "H", "H", "H", "C", "C", "O", "O", "H", "H", "H", "H", "H", "H", "C", "C", "O", "O", "H", "H", "H", "H", "H", "H", "C", "C", "O", "O", "H", "H", "H", "H", "H", "H", "C", "C", "O", "O", "H", "H", "H", "H", "H", "H", "C", "C", "O", "O", "H", "H", "H", "H", "H", "H", "C", "C", "O", "O", "H", "H", "H", "H", "H", "H", "C", "C", "O", "O", "H", "H", "H", "H", "H", "H", "C", "C", "O", "O", "H", "H", "H", "H", "H", "H", "C", "C", "O", "O", "H", "H", "H", "H", "H", "H"], "positions_angstrom": [[-4.41641, -0.11218, 0.04125], [-5.63574, 0.14808, 0.89158], [-6.72498, -1.00351, 0.75465], [-7.47072, -0.94927, -0.42975], [-7.60090, -2.18258, -1.08433], [-5.24806, 0.23825, 2.29597], [-3.90200, 0.80401, -0.24874], [-4.67256, -0.53504, -0.93018], [-3.67414, -0.74909, 0.52239], [-6.12548, 1.09317, 0.65693], [-7.50108, -0.87501, 1.50915], [-6.18842, -1.92456, 0.98238], [-6.67068, -2.48643, -1.56440], [-8.22645, -2.00230, -1.95856], [-8.00264, -3.02742, -0.52490], [-5.94521, 0.80232, 2.76065], [-4.51552, 0.93099, 2.23587], [0.33669, 1.73031, 1.00369], [0.25444, 1.41543, -0.51253], [-0.58397, 0.16422, -0.85749], [0.10924, -1.01468, -0.39857], [-0.68932, -2.21145, -0.54744], [-0.31640, 2.56877, -1.20395], [-0.54202, 1.61334, 1.63796], [0.75388, 2.73059, 1.11997], [1.06192, 1.05637, 1.45971], [1.21326, 1.13451, -0.94824], [-0.71709, 0.13989, -1.93904], [-1.49355, 0.22530, -0.25997], [-0.12786, -3.12802, -0.36643], [-0.93486, -2.33078, -1.60269], [-1.57104, -2.25494, 0.09192], [-0.44606, 2.32438, -2.17532], [0.28429, 3.38057, -1.18867], [0.35448, -4.60084, 2.97016], [0.32202, -6.04318, 3.60172], [-1.06049, -6.37012, 4.33420], [-1.57413, -5.22957, 5.07775], [-2.72844, -5.58115, 5.89400], [0.51041, -6.97521, 2.47841], [-0.32941, -4.56458, 2.12218], [1.31664, -4.32637, 2.53771], [0.17617, -3.87533, 3.76386], [1.15065, -6.12643, 4.30496], [-1.14255, -7.26154, 4.95608], [-1.81094, -6.48741, 3.55243], [-2.57942, -5.12521, 6.87278], [-2.90079, -6.65730, 5.91150], [-3.60356, -5.26800, 5.32461], [1.29570, -6.69116, 1.91032], [-0.30053, -6.84794, 1.88995], [1.99543, -1.56938, 3.92636], [3.36244, -0.97448, 4.17589], [4.40480, -1.97157, 3.79694], [5.73927, -1.47958, 3.91078], [6.71026, -2.50735, 3.65990], [3.48622, 0.14805, 3.22939], [1.23072, -0.79985, 4.03193], [1.67503, -2.39025, 4.56794], [1.92303, -2.01444, 2.93401], [3.52964, -0.70634, 5.21908], [4.28968, -2.31439, 2.76868], [4.30694, -2.84325, 4.44402], [6.64191, -3.40053, 4.28092], [7.72883, -2.15680, 3.82642], [6.64031, -2.74475, 2.59838], [3.08962, -0.09271, 2.33226], [4.49244, 0.22026, 3.18040], [3.60128, 0.85354, -3.68959], [4.78461, 1.81826, -3.82285], [4.45618, 3.23998, -4.17287], [3.67732, 3.33701, -5.32217], [4.05371, 4.38425, -6.24592], [5.67874, 1.69801, -2.70775], [3.82516, -0.15762, -3.34967], [3.18887, 0.66183, -4.68018], [2.96578, 1.31575, -2.93422], [5.38372, 1.48353, -4.66968], [5.43120, 3.69850, -4.33771], [3.96309, 3.74126, -3.33999], [3.94201, 5.40400, -5.87752], [3.42351, 4.31505, -7.13259], [5.06386, 4.25464, -6.63436], [5.16952, 2.27709, -2.05548], [5.65168, 0.86897, -2.13151], [0.43246, 2.20057, 4.57840], [1.37780, 1.81421, 5.68387], [2.72251, 2.12739, 5.27766], [0.45788, 3.59123, 4.25530], [-0.55059, 1.84127, 4.88271], [0.74979, 1.64479, 3.69606], [1.22995, 0.75423, 5.89054], [1.13667, 2.37110, 6.58931], [3.05894, 1.61249, 4.54058], [1.34366, 3.95401, 4.32866], [-2.54902, 4.44015, 0.79485], [-1.23212, 5.16984, 1.21643], [-1.45122, 6.56998, 1.07658], [-2.20732, 3.08852, 0.77466], [-2.88504, 4.74405, -0.19652], [-3.36983, 4.75863, 1.43745], [-0.32263, 4.98109, 0.64608], [-1.07430, 4.93732, 2.26959], [-1.19320, 6.80147, 0.18135], [-1.66073, 2.91423, 0.00495], [4.89487, -1.06911, 0.17839], [3.45133, -0.78105, -0.27045], [2.50129, -1.46649, 0.60457], [5.80461, -0.70894, -0.81423], [4.99612, -2.14592, 0.31375], [5.24418, -0.72421, 1.15160], [3.37959, -1.15920, -1.29023], [3.24190, 0.26487, -0.49472], [1.64013, -1.46637, 0.18028], [6.53302, -0.44338, -0.24810], [-3.91161, 2.89772, 4.07032], [-2.95354, 3.38494, 5.15365], [-2.16843, 4.52215, 4.79064], [-3.33709, 2.00182, 3.13844], [-4.33591, 3.74072, 3.52493], [-4.83760, 2.62294, 4.57543], [-2.42523, 2.64377, 5.75335], [-3.55540, 3.67942, 6.01338], [-1.32574, 4.10774, 4.59132], [-2.90456, 2.49934, 2.44060], [0.10866, 3.44668, -6.17721], [0.16117, 3.26267, -4.66497], [-0.92941, 2.58023, -4.12198], [-1.09177, 4.13709, -6.50298], [0.16324, 2.43192, -6.57139], [0.99037, 3.94512, -6.57998], [0.09114, 4.19176, -4.09929], [1.06715, 2.73280, -4.37079], [-0.76585, 1.67012, -4.37998], [-1.87813, 3.70668, -6.15947], [-3.36517, -1.00918, -3.69292], [-4.73032, -0.30867, -3.94525], [-4.62611, 0.69922, -4.95532], [-2.85413, -1.62650, -4.86509], [-3.39570, -1.73565, -2.88087], [-2.63020, -0.26519, -3.38568], [-5.08724, 0.17335, -3.03510], [-5.48471, -0.97006, -4.37135], [-4.47374, 0.29480, -5.81254], [-2.97293, -2.57865, -4.89487], [-4.76991, -4.17513, -0.03019], [-4.63141, -5.20782, -1.12582], [-5.32670, -4.88303, -2.34625], [-4.11885, -4.64286, 1.11804], [-5.82757, -4.05147, 0.20253], [-4.39090, -3.18728, -0.29214], [-4.92862, -6.19989, -0.78586], [-3.57333, -5.34323, -1.34998], [-6.25879, -5.05894, -2.19836], [-4.16656, -3.84333, 1.64727], [4.19828, 3.77454, 1.65896], [4.84020, 2.71761, 0.71953], [4.88061, 3.26354, -0.49798], [5.13291, 4.83285, 1.91849], [3.76735, 3.35427, 2.56768], [3.27044, 4.11848, 1.20188], [4.27597, 1.78517, 0.73618], [5.81965, 2.35913, 1.03619], [5.54425, 3.95198, -0.58310], [4.89416, 5.63179, 1.44278], [1.62516, -5.15799, -3.07904], [0.28400, -5.43647, -2.33048], [0.65072, -5.73571, -0.99357], [2.25072, -4.09752, -2.44359], [1.42462, -4.91878, -4.12339], [2.19746, -6.08546, -3.06046], [-0.25955, -6.28035, -2.75537], [-0.31171, -4.52386, -2.34971], [-0.15441, -6.06652, -0.58868], [2.42667, -4.44460, -1.56599], [1.04213, -1.62380, -4.20351], [0.57536, -0.67308, -5.29463], [-0.57938, 0.03766, -4.90257], [2.12203, -2.47276, -4.59617], [0.20743, -2.28642, -3.97481], [1.30442, -1.00368, -3.34633], [0.21526, -1.19307, -6.18235], [1.34348, -0.06999, -5.77875], [-1.38706, -0.47602, -4.97597], [2.28933, -3.19372, -3.98477], [2.33817, 5.97356, -1.70909], [2.44397, 6.34040, -3.18006], [1.26984, 7.00253, -3.62597], [1.28767, 5.05422, -1.68136], [1.97280, 6.80824, -1.11083], [3.30529, 5.66526, -1.31193], [2.64853, 5.44417, -3.76574], [3.33468, 6.96558, -3.24264], [1.54840, 7.43557, -4.43620], [0.52959, 5.55315, -1.99438], [-2.64447, -2.56319, 2.98062], [-1.86253, -1.26044, 2.82392], [-2.21165, -0.25087, 3.84565], [-3.92290, -2.48602, 2.40171], [-2.77691, -2.96017, 3.98709], [-2.21283, -3.37640, 2.39712], [-1.84539, -0.75920, 1.85616], [-0.82888, -1.60440, 2.86059], [-2.92793, 0.33832, 3.59785], [-4.25835, -1.58903, 2.46867]]}